{"formula": "C3H2O", "method": "ωB97M-V with the def2-TZVPD basis set", "species": ["C", "C", "C", "O", "H", "H"], "coordinates": [[2.168, 0.265, -0.041], [-0.403, -0.139, -0.027], [-1.579, -0.625, -0.113], [-2.731, -0.764, 0.044], [1.813, 1.215, 0.523], [0.732, 0.048, -0.386]], "lowdin_charge": [0.1936, 0.1463, -0.3236, 0.1474, -0.0580, -0.1056], "e_homo_ev": [-10.1, -9.5], "multiplicity": 1, "homo_lumo_gap_ev": [8.443, 7.009], "total_charge": 0, "relative_energy_ev": 7.4243, "energy_ev": -5180.7669}